P:
{
  "formula": "C6H16O2",
  "method": "the ωB97M-V functional and the def2-TZVPD basis",
  "spin_multiplicity": 1,
  "lumo_energy_ha": 0.0347,
  "orbital_gap_ha": 0.404,
  "homo_energy_ha": -0.3697,
  "elements": ["O", "C", "C", "C", "H", "H", "H", "H", "H", "H", "H", "H", "O", "C", "C", "C", "H", "H", "H", "H", "H", "H", "H", "H"],
  "xyz": [[3.43455, -1.80515, 0.42353], [5.06560, -0.28634, 1.28593], [5.27984, -1.24226, -1.04866], [4.80009, -1.50709, 0.33980], [3.20836, -2.70020, 0.09470], [4.64901, -0.62252, 2.25031], [4.55570, 0.64525, 0.98803], [6.13896, -0.07189, 1.42197], [6.32321, -0.89891, -0.94824], [4.70850, -0.47547, -1.59841], [5.27165, -2.17570, -1.63621], [5.43610, -2.34812, 0.68337], [-5.34008, 0.05830, -1.33477], [-4.66126, 2.29390, -0.70041], [-4.56492, 0.38942, 0.91753], [-5.32701, 0.96562, -0.21569], [-6.07790, 0.24497, -1.95216], [-5.34957, 2.94442, -1.26580], [-3.81018, 2.03210, -1.35137], [-4.27971, 2.85620, 0.16840], [-4.47526, 0.99303, 1.83635], [-3.55428, 0.21313, 0.51238], [-5.01409, -0.58365, 1.17828], [-6.41732, 1.08095, -0.04889]]
}

***

Q:
{
  "formula": "C6H16O2",
  "method": "the ωB97M-V functional and the def2-TZVPD basis",
  "spin_multiplicity": 1,
  "lumo_energy_ha": 0.0209,
  "orbital_gap_ha": 0.344,
  "homo_energy_ha": -0.3228,
  "elements": ["C", "C", "C", "C", "C", "C", "H", "H", "H", "H", "H", "H", "H", "H", "H", "H", "H", "H", "H", "H", "O", "H", "H", "O"],
  "xyz": [[-1.38536, 1.61478, -0.91327], [-0.32621, 0.95120, -1.80367], [0.67089, 0.07004, -1.08428], [1.14551, -1.04220, -1.63498], [2.25793, -1.84616, -1.00792], [1.27092, 0.65058, 0.17479], [-2.24592, 1.91096, -1.51673], [-1.73000, 0.90280, -0.16506], [-1.02696, 2.53537, -0.46170], [0.28829, 1.71396, -2.29935], [-0.82396, 0.41696, -2.60750], [0.77128, -1.46069, -2.55594], [1.95471, -2.26781, -0.04534], [3.15952, -1.26767, -0.77485], [2.58785, -2.65947, -1.64518], [2.13694, 1.24241, -0.13886], [0.57001, 1.35991, 0.61374], [1.61944, -0.08939, 0.89338], [-0.80929, -0.51183, 3.28342], [-0.29641, -1.44189, 2.23912], [-0.41556, -1.38522, 3.18947], [-3.48880, 0.26626, 2.07073], [-3.15160, 0.12560, 3.52550], [-2.73322, 0.21148, 2.66449]]
}

***

Most stable pick: Q. Distance to second place: 10.2 kJ/mol.

***

P:
{
  "formula": "C2H2N2OS",
  "method": "the ωB97M-V functional and the def2-TZVPD basis",
  "spin_multiplicity": 1,
  "lumo_energy_ha": 0.0059,
  "orbital_gap_ha": 0.360,
  "homo_energy_ha": -0.3539,
  "elements": ["C", "C", "H", "H", "N", "N", "O", "S"],
  "xyz": [[-0.22508, 0.16052, -0.01593], [0.75599, 1.09371, -0.14287], [-2.37652, 1.21345, 0.59121], [0.60388, 2.21689, -0.24472], [1.92361, 0.47317, 0.14605], [1.78826, -0.70045, 0.00723], [0.48999, -0.97721, -0.04041], [-1.95724, -0.09670, -0.00896]]
}

***

Q:
{
  "formula": "C2H2N2OS",
  "method": "the ωB97M-V functional and the def2-TZVPD basis",
  "spin_multiplicity": 1,
  "lumo_energy_ha": 0.0221,
  "orbital_gap_ha": 0.385,
  "homo_energy_ha": -0.3633,
  "elements": ["C", "C", "H", "H", "N", "N", "O", "S"],
  "xyz": [[-0.59588, -0.18023, -0.01198], [1.37106, 0.27450, -0.00003], [-2.45550, 0.94768, 0.25932], [2.36119, 0.79733, -0.15671], [0.12731, 0.87925, -0.01953], [1.41933, -1.00621, -0.05916], [0.08116, -1.33983, 0.04118], [-2.30868, -0.37248, -0.05308]]
}

***

Most stable pick: Q. Distance to second place: 161.0 kJ/mol.

***

P:
{
  "formula": "C5H12N2O2",
  "method": "the ωB97M-V functional and the def2-TZVPD basis",
  "spin_multiplicity": 1,
  "lumo_energy_ha": 0.0326,
  "orbital_gap_ha": 0.370,
  "homo_energy_ha": -0.3378,
  "elements": ["C", "C", "N", "O", "H", "H", "H", "H", "H", "C", "C", "N", "C", "O", "H", "H", "H", "H", "H", "H", "H"],
  "xyz": [[1.50790, -0.82889, 1.06492], [0.85826, -0.43475, -0.25427], [1.87857, 0.02261, -1.17280], [-0.00537, -1.43678, -0.77769], [1.47959, 0.13477, -2.09917], [2.62795, -0.65594, -1.23878], [2.20625, -1.64183, 0.87550], [0.76335, -1.18554, 1.76982], [2.04597, 0.01571, 1.48963], [-0.78589, 1.06219, 1.19021], [-0.31108, 0.64258, -0.19309], [-2.34667, -0.91754, -0.39283], [-1.16879, -0.40045, -0.93372], [-0.10618, 1.77182, -1.00378], [0.80191, 2.07742, -0.85725], [-2.24860, -1.22157, 0.56761], [-3.17369, -0.38791, -0.63290], [-1.31498, -0.14625, -1.98897], [0.00497, 1.61324, 1.69481], [-1.65522, 1.71170, 1.09116], [-1.05823, 0.20542, 1.80158]]
}

***

Q:
{
  "formula": "C5H12N2O2",
  "method": "the ωB97M-V functional and the def2-TZVPD basis",
  "spin_multiplicity": 1,
  "lumo_energy_ha": 0.0219,
  "orbital_gap_ha": 0.314,
  "homo_energy_ha": -0.2921,
  "elements": ["C", "C", "C", "C", "O", "H", "H", "H", "H", "H", "H", "H", "H", "C", "N", "N", "O", "H", "H", "H", "H"],
  "xyz": [[0.04023, 2.30237, -0.14572], [-1.88691, -1.04292, 0.25079], [-0.64662, 1.02409, -0.45767], [-0.78541, -0.03275, 0.48345], [-1.19429, 0.84648, -1.64580], [-0.71926, 1.37766, -2.30462], [-0.71532, 0.31054, 1.51120], [0.90611, 2.08909, 0.48002], [0.35071, 2.82900, -1.04933], [-0.65734, 2.93728, 0.41178], [-1.77433, -1.86728, 0.95336], [-2.88266, -0.60704, 0.36744], [-1.83335, -1.44995, -0.75913], [0.98390, -0.65667, -0.01318], [0.86991, -2.08932, 0.07197], [1.85188, -0.14190, 1.03032], [1.21427, -0.13797, -1.18128], [0.45830, -2.43774, -0.78648], [1.76201, -2.52662, 0.26605], [1.87554, -0.71732, 1.86373], [2.78266, -0.00905, 0.65310]]
}

***

Most stable pick: P. Distance to second place: 136.2 kJ/mol.

***

P:
{
  "formula": "C5H12N2O2",
  "method": "the ωB97M-V functional and the def2-TZVPD basis",
  "spin_multiplicity": 1,
  "lumo_energy_ha": 0.0206,
  "orbital_gap_ha": 0.371,
  "homo_energy_ha": -0.3501,
  "elements": ["C", "C", "C", "O", "N", "H", "H", "H", "H", "H", "H", "H", "C", "C", "N", "O", "H", "H", "H", "H", "H"],
  "xyz": [[0.60814, 1.04151, 0.72189], [2.03371, 0.95666, 1.25773], [-1.15910, 1.76813, 2.09380], [-0.02675, -0.22769, 0.71032], [-0.10692, 2.03253, 1.46686], [0.63573, -0.95946, 0.81759], [0.63670, 1.42195, -0.31288], [2.47435, 1.94855, 1.26999], [2.63987, 0.30950, 0.62716], [2.02291, 0.57044, 2.27551], [-1.64367, 2.57335, 2.62747], [-1.60654, 0.77506, 2.16582], [0.34309, -1.50965, -2.02394], [-1.20349, -1.72081, -1.95479], [-1.87038, -0.75012, -1.29572], [-1.73786, -2.63012, -2.54225], [-1.34987, -0.18636, -0.59924], [-2.84311, -0.93650, -1.10218], [0.67506, -1.86366, -2.99477], [0.68112, -0.47843, -1.95789], [0.79701, -2.13488, -1.25050]]
}

***

Q:
{
  "formula": "C5H12N2O2",
  "method": "the ωB97M-V functional and the def2-TZVPD basis",
  "spin_multiplicity": 1,
  "lumo_energy_ha": 0.0321,
  "orbital_gap_ha": 0.384,
  "homo_energy_ha": -0.3523,
  "elements": ["C", "C", "C", "C", "C", "N", "N", "O", "O", "H", "H", "H", "H", "H", "H", "H", "H", "H", "H", "H", "H"],
  "xyz": [[-2.47120, 1.05477, -0.84465], [-1.00012, -0.84176, -0.47602], [-1.47222, 0.55113, 1.47675], [2.74424, -1.67007, 0.15972], [-1.65462, 0.17165, 0.02123], [1.79190, -0.54793, 0.27166], [2.08659, 0.37158, -0.52596], [2.95413, 0.53543, -1.38357], [1.25088, 1.48476, -0.32923], [-2.23518, 1.00223, -1.90794], [-3.54099, 0.91976, -0.61063], [-2.22399, 2.16163, -0.66551], [-1.03194, -1.11116, -1.45925], [-0.30946, -1.43490, 0.10608], [0.54620, 0.97557, 0.11494], [-1.12587, -0.28536, 2.12688], [-0.82772, 1.36309, 1.39602], [-2.46399, 0.94656, 1.86641], [2.21533, -2.53668, 0.51207], [3.23741, -1.58442, -0.80867], [3.53063, -1.52589, 0.95969]]
}

***

Most stable pick: P. Distance to second place: 450.8 kJ/mol.

***

P:
{
  "formula": "C5H12N2O2",
  "method": "the ωB97M-V functional and the def2-TZVPD basis",
  "spin_multiplicity": 1,
  "lumo_energy_ha": 0.0124,
  "orbital_gap_ha": 0.351,
  "homo_energy_ha": -0.3382,
  "elements": ["C", "C", "C", "C", "C", "H", "H", "H", "H", "H", "H", "H", "H", "H", "H", "H", "H", "N", "N", "O", "O"],
  "xyz": [[-2.43097, -0.83845, 0.97107], [-1.17311, -0.08069, 0.12633], [-1.65568, 1.11223, -0.41026], [1.83786, -1.00496, -0.28179], [3.13804, -0.12308, -0.05783], [-1.84989, -1.75537, 1.64491], [-2.99449, 0.04354, 1.50313], [-3.05358, -1.70559, 0.01064], [-0.45044, 0.36319, 0.91769], [-2.46913, 1.79617, 0.07372], [-1.98895, 0.97763, -1.50574], [0.46910, 1.28333, -0.62421], [-0.90139, -0.87401, -1.76702], [1.43415, -1.72927, 0.61630], [3.91236, -0.78402, 0.64160], [3.38099, 0.18269, -1.10252], [2.06528, 1.55521, 0.52630], [-0.41556, -0.98613, -0.75577], [0.91992, -0.55281, -1.02344], [-0.51725, 2.13519, -0.40197], [2.74274, 0.98519, 0.89886]]
}

***

Q:
{
  "formula": "C5H12N2O2",
  "method": "the ωB97M-V functional and the def2-TZVPD basis",
  "spin_multiplicity": 1,
  "lumo_energy_ha": 0.0205,
  "orbital_gap_ha": 0.323,
  "homo_energy_ha": -0.3025,
  "elements": ["C", "C", "C", "N", "N", "C", "C", "O", "O", "H", "H", "H", "H", "H", "H", "H", "H", "H", "H", "H", "H"],
  "xyz": [[-1.17170, -0.46555, -0.72456], [1.79563, -0.84032, -0.59967], [-0.93108, 1.65525, 1.48733], [1.47888, -2.02714, 0.04027], [2.23654, 0.21814, -0.07216], [-0.99766, 0.83858, -0.92812], [-0.48163, 1.84269, 0.04256], [-1.44191, -1.30052, -1.78898], [-1.19206, -1.10188, 0.48488], [-2.00239, -2.01931, -1.47643], [-0.37708, -1.63800, 0.55836], [1.60019, -0.83989, -1.66547], [1.90662, -2.16631, 0.95031], [1.43127, -2.85470, -0.53139], [2.45429, 0.14330, 0.92087], [0.64829, 1.73072, 0.01490], [-1.06055, 1.15736, -1.95834], [-0.77196, 2.83569, -0.30287], [-0.53698, 0.73100, 1.89920], [-2.01634, 1.61765, 1.55377], [-0.57040, 2.48322, 2.09554]]
}

***

R:
{
  "formula": "C5H12N2O2",
  "method": "the ωB97M-V functional and the def2-TZVPD basis",
  "spin_multiplicity": 1,
  "lumo_energy_ha": 0.0293,
  "orbital_gap_ha": 0.295,
  "homo_energy_ha": -0.2661,
  "elements": ["C", "C", "C", "C", "C", "N", "N", "O", "O", "H", "H", "H", "H", "H", "H", "H", "H", "H", "H", "H", "H"],
  "xyz": [[-1.89281, -1.11064, -0.00670], [3.60497, -0.88648, -0.59514], [2.50632, -0.16130, -0.59993], [-1.72860, 1.30841, 0.56801], [-1.30806, -0.13582, 0.69606], [-0.19918, -0.38366, 1.54744], [-2.09425, 1.63065, -0.81268], [-2.87409, -0.92306, -0.93476], [-1.52752, -2.42085, 0.12488], [4.41024, -0.70320, 0.09773], [-2.07842, -2.91949, -0.48614], [3.75394, -1.70118, -1.28495], [2.34602, 0.64402, 0.09585], [1.69952, -0.35727, -1.28677], [-0.90746, 1.93067, 0.94750], [-2.61411, 1.50596, 1.18464], [-0.37488, -0.07607, 2.49838], [0.01326, -1.37592, 1.54723], [-2.93413, 0.04431, -1.09279], [-1.27273, 1.57305, -1.40761], [-2.45336, 2.57742, -0.87202]]
}

***

S:
{
  "formula": "C5H12N2O2",
  "method": "the ωB97M-V functional and the def2-TZVPD basis",
  "spin_multiplicity": 1,
  "lumo_energy_ha": 0.0278,
  "orbital_gap_ha": 0.355,
  "homo_energy_ha": -0.3273,
  "elements": ["C", "C", "C", "C", "C", "N", "N", "O", "O", "H", "H", "H", "H", "H", "H", "H", "H", "H", "H", "H", "H"],
  "xyz": [[-0.85913, -1.62488, -0.19352], [1.86416, -1.31799, 1.20281], [-0.09558, 1.97930, 0.26486], [-0.96495, 1.11050, -1.80098], [0.11492, -0.47474, -0.25101], [0.67517, -0.40941, 1.07836], [-0.66353, 0.77528, -0.42893], [-1.99406, -1.32980, 0.46419], [-0.45738, -2.66836, -0.58436], [1.94562, -1.71674, 2.19342], [1.73869, -2.09243, 0.47037], [2.73105, -0.71685, 0.93619], [-0.57972, 2.81157, -0.18161], [-0.32362, 1.87622, 1.34315], [1.02422, 2.13215, 0.22892], [-0.95958, 0.17063, -2.37004], [-1.94111, 1.50385, -1.98531], [-0.22788, 1.78760, -2.19580], [0.87602, -0.63642, -0.97277], [0.11200, -0.67508, 1.88163], [-2.01534, -0.48437, 0.90042]]
}

***

Most stable pick: Q. Distance to second place: 36.4 kJ/mol.

***

P:
{
  "formula": "CH3FN2",
  "method": "the ωB97M-V functional and the def2-TZVPD basis",
  "spin_multiplicity": 1,
  "lumo_energy_ha": 0.0404,
  "orbital_gap_ha": 0.425,
  "homo_energy_ha": -0.3847,
  "elements": ["C", "N", "N", "F", "H", "H", "H"],
  "xyz": [[-2.00744, 0.73183, -0.49018], [1.34564, 0.38569, 0.65700], [-1.82597, -0.29732, -0.02742], [2.11476, 0.53558, -0.58812], [-2.42117, 1.50021, -1.11363], [0.60888, -0.28509, 0.48663], [2.16674, 0.02785, 1.15648]]
}

***

Q:
{
  "formula": "CH3FN2",
  "method": "the ωB97M-V functional and the def2-TZVPD basis",
  "spin_multiplicity": 1,
  "lumo_energy_ha": 0.0085,
  "orbital_gap_ha": 0.400,
  "homo_energy_ha": -0.3920,
  "elements": ["C", "N", "N", "F", "H", "H", "H"],
  "xyz": [[0.39289, 0.25565, 0.18960], [0.62956, -0.80638, 0.56899], [0.07252, 1.46806, -0.02723], [-0.70470, -2.76030, -0.29627], [0.02383, -2.24207, -0.19211], [-0.94782, 1.76048, 0.07943], [0.53372, 2.32455, -0.32242]]
}

***

Most stable pick: Q. Distance to second place: 230.8 kJ/mol.